#i
DFT (the ωB97M-V functional and the def2-TZVPD basis) results for a molecular structure, C25H24Cl5GeN2O3SeSn.

Structure (XYZ):
```
62
Properties=species:S:1:pos:R:3:nbo_charge:R:1
Sn -1.44 0.48 -0.15 1.27
O -1.41 4.93 0.17 -0.66
C -1.57 4.96 1.50 0.36
C -2.00 6.17 2.05 -0.28
C -2.20 6.29 3.40 -0.15
C -1.97 5.21 4.26 -0.26
C -1.53 4.02 3.73 -0.14
C -1.32 3.86 2.35 -0.19
C -0.88 2.56 1.84 0.60
O -0.86 2.38 0.54 -0.87
N -0.52 1.63 2.71 -0.42
N -0.11 0.50 2.07 -0.28
C 0.35 -0.41 2.83 0.06
C 0.92 -1.65 2.32 -0.17
C 1.23 -2.65 3.18 -0.10
C 1.84 -3.92 2.78 -0.20
C 2.28 -4.11 1.54 -0.19
C 2.16 -3.00 0.57 -0.49
C 1.19 -1.88 0.90 0.58
O 0.73 -1.23 -0.02 -0.56
H -1.16 4.02 -0.09 0.51
H -2.17 7.00 1.37 0.23
H -2.54 7.24 3.81 0.22
H -2.15 5.31 5.32 0.22
H -1.33 3.17 4.37 0.23
H 0.36 -0.25 3.91 0.20
H 0.99 -2.51 4.23 0.24
H 1.98 -4.68 3.53 0.24
H 2.81 -5.01 1.26 0.23
H 3.14 -2.50 0.47 0.28
Cl -3.42 2.35 -1.33 0.05
C -2.29 1.97 -2.62 -0.05
C -1.21 1.17 -2.30 -0.52
C -0.37 0.83 -3.33 0.06
Cl 1.00 -0.20 -2.99 -0.05
C -0.56 1.28 -4.64 -0.13
Cl 0.52 0.82 -5.90 0.06
C -1.64 2.12 -4.92 -0.07
Cl -1.87 2.73 -6.50 0.09
C -2.53 2.47 -3.90 -0.09
Cl -3.87 3.49 -4.21 0.09
C 2.96 -5.01 -4.68 -1.10
Ge 2.27 -6.08 -3.22 1.61
C 3.13 -7.81 -3.10 -1.08
C 0.33 -6.18 -3.28 -1.10
C 2.69 -5.20 -1.46 -1.05
Se 1.75 -3.54 -1.28 1.06
C 3.01 -2.38 -2.17 -0.79
H 2.92 -5.61 -5.59 0.26
H 4.00 -4.71 -4.52 0.24
H 2.35 -4.12 -4.85 0.23
H 2.95 -8.37 -4.02 0.25
H 2.73 -8.39 -2.26 0.24
H 4.21 -7.70 -2.97 0.24
H 0.02 -6.87 -4.07 0.26
H -0.10 -5.20 -3.51 0.24
H -0.09 -6.53 -2.34 0.24
H 3.76 -5.04 -1.30 0.25
H 2.30 -5.87 -0.69 0.26
H 2.90 -2.53 -3.24 0.27
H 4.01 -2.63 -1.83 0.24
H 2.73 -1.36 -1.91 0.27
```

Properties
net charge = +1
Kohn-Sham gap = 5.766 eV
E_LUMO = -4.28 eV

#ii
DFT (the ωB97M-V functional and the def2-TZVPD basis) results for a molecular structure, C25H24Cl5GeN2O3SeSn.

Structure (XYZ):
```
62
Properties=species:S:1:pos:R:3:nbo_charge:R:1
Sn -0.28 2.00 -3.05 1.34
O -3.73 -0.39 -2.25 -0.65
C -3.31 -1.65 -2.06 0.40
C -4.30 -2.62 -1.94 -0.29
C -3.96 -3.94 -1.74 -0.10
C -2.61 -4.33 -1.64 -0.26
C -1.63 -3.39 -1.76 -0.12
C -1.96 -2.03 -1.97 -0.22
C -0.93 -1.04 -2.04 0.68
O -1.17 0.18 -2.20 -0.75
N 0.39 -1.53 -2.05 -0.24
N 1.34 -0.76 -1.95 0.12
C 2.57 -0.76 -1.56 0.11
C 3.49 0.05 -2.27 -0.14
C 4.87 0.18 -2.07 -0.14
C 5.56 1.02 -2.91 -0.23
C 4.88 1.71 -3.93 -0.12
C 3.52 1.60 -4.12 -0.28
C 2.82 0.74 -3.27 0.36
O 1.49 0.51 -3.31 -0.63
H -2.96 0.20 -2.22 0.51
H -5.33 -2.31 -2.02 0.24
H -4.74 -4.68 -1.65 0.23
H -2.36 -5.37 -1.48 0.23
H -0.59 -3.68 -1.71 0.23
H 2.82 -1.40 -0.72 0.27
H 5.37 -0.37 -1.29 0.23
H 6.63 1.14 -2.80 0.24
H 5.44 2.36 -4.60 0.24
H 3.00 2.14 -4.90 0.24
Cl 2.48 3.37 -1.62 0.03
C 1.12 3.28 -0.54 -0.04
C -0.06 2.76 -1.03 -0.56
C -1.16 2.79 -0.21 -0.07
Cl -2.66 2.17 -0.84 0.04
C -1.11 3.28 1.09 0.00
Cl -2.52 3.31 2.07 0.08
C 0.11 3.74 1.59 -0.10
Cl 0.22 4.29 3.21 0.10
C 1.24 3.76 0.76 -0.09
Cl 2.74 4.36 1.34 0.08
C 1.32 -1.44 4.67 -1.09
Ge 0.15 -0.39 3.53 1.63
C -0.94 0.85 4.54 -1.10
C 1.24 0.50 2.16 -1.10
C -1.09 -1.58 2.58 -1.03
Se -2.02 -0.59 1.16 0.21
C -3.86 -0.95 1.69 -0.77
H 1.97 -0.78 5.26 0.24
H 1.95 -2.09 4.07 0.23
H 0.74 -2.05 5.37 0.24
H -0.35 1.53 5.14 0.24
H -1.59 0.28 5.20 0.24
H -1.56 1.42 3.85 0.24
H 1.72 1.40 2.55 0.24
H 0.62 0.79 1.31 0.22
H 2.02 -0.19 1.83 0.22
H -1.84 -1.95 3.27 0.24
H -0.58 -2.43 2.14 0.23
H -4.12 -0.37 2.58 0.23
H -4.00 -2.01 1.88 0.22
H -4.51 -0.65 0.87 0.23
```

Properties
net charge = +1
Kohn-Sham gap = 5.656 eV
E_LUMO = -4.70 eV

Most stable structure, least stable structure: #i, #ii.

#i
DFT (the ωB97M-V functional and the def2-TZVPD basis) results for C11H14O2 in the gas phase.

Structure (XYZ):
```
27
Properties=species:S:1:pos:R:3:nbo_charge:R:1
C 2.05 -2.05 -1.00 -0.73
C 1.46 -1.51 0.31 0.61
O 1.32 -2.27 1.26 -0.54
C 1.07 -0.01 0.25 -0.14
C 2.17 0.73 0.41 -0.19
C 2.17 2.11 0.43 -0.21
C 0.99 2.69 0.02 -0.20
C -0.16 1.96 -0.37 -0.19
C -0.18 0.58 -0.04 0.01
C -1.47 -0.26 -0.20 0.21
C -1.59 -1.27 1.01 -0.67
C -2.71 0.56 -0.05 -0.64
O -1.40 -0.86 -1.43 -0.70
H 2.69 -1.18 -1.50 0.22
H 1.30 -2.16 -1.78 0.26
H 2.73 -2.99 -0.90 0.24
H 3.16 0.36 0.42 0.21
H 3.02 2.71 0.83 0.22
H 0.84 3.77 0.18 0.21
H -1.13 2.35 -0.62 0.22
H -0.65 -1.77 1.36 0.25
H -2.45 -1.99 0.95 0.21
H -1.83 -0.66 1.95 0.21
H -3.10 1.11 -0.91 0.22
H -2.55 1.42 0.72 0.22
H -3.51 -0.05 0.26 0.21
H -2.21 -1.29 -1.55 0.47
```

Properties
net charge = 0
Kohn-Sham gap = 10.199 eV
SMILES string = CC(=O)c1ccccc1C(C)(C)O
E_LUMO = 0.77 eV

#ii
DFT (the ωB97M-V functional and the def2-TZVPD basis) results for a molecular structure, C11H14O2.

Structure (XYZ):
```
27
Properties=species:S:1:pos:R:3:nbo_charge:R:1
C -0.65 -3.18 1.32 -0.37
C 0.15 -0.89 1.69 0.28
C -0.52 0.16 2.20 -0.24
C -0.70 1.37 1.52 -0.15
C -0.57 1.50 0.09 -0.09
C -0.61 2.69 -0.61 -0.25
C -0.64 3.12 -1.99 -0.16
C -1.09 2.26 -3.19 -0.72
C 0.30 0.45 -0.31 -0.19
C 0.57 -0.66 0.48 0.19
C 2.30 -2.13 0.34 -0.30
H -1.24 -3.91 2.44 0.24
H 0.41 -3.94 0.68 0.23
H -1.55 -2.54 0.40 0.25
H -1.08 0.00 2.92 0.20
H -1.08 2.18 2.23 0.21
H -0.31 3.64 -0.11 0.22
H -0.79 4.18 -2.29 0.20
H -1.39 1.25 -2.45 0.25
H -1.64 2.95 -4.07 0.26
H -0.07 1.59 -3.64 0.23
H 0.91 0.73 -1.08 0.22
H 2.97 -2.84 -0.33 0.19
H 3.36 -1.43 0.70 0.18
H 1.78 -2.79 1.17 0.19
O -0.07 -2.14 2.32 -0.57
O 1.26 -1.61 -0.44 -0.52
```

Properties
net charge = 0
Kohn-Sham gap = 8.386 eV
E_LUMO = 0.07 eV

#iii
DFT (the ωB97M-V functional and the def2-TZVPD basis) results for C11H14O2 in the gas phase.

Structure (XYZ):
```
27
Properties=species:S:1:pos:R:3:nbo_charge:R:1
C -3.32 -1.78 0.41 -0.26
O -2.50 -1.34 -0.67 -0.51
C -1.54 -0.47 -0.28 0.36
C -0.21 -0.87 -0.30 -0.27
C 0.84 0.05 -0.08 0.05
C 2.26 -0.47 -0.18 -0.24
C 3.05 0.17 -1.34 -0.60
C 2.95 -0.27 1.16 -0.60
C 0.54 1.36 0.19 -0.21
C -0.76 1.80 0.19 -0.16
C -1.83 0.91 -0.03 -0.24
C -3.18 1.51 -0.15 0.41
O -4.22 0.87 -0.25 -0.53
H -4.04 -2.51 0.05 0.20
H -3.92 -0.96 0.85 0.21
H -2.68 -2.29 1.15 0.17
H -0.02 -1.88 -0.53 0.22
H 2.20 -1.57 -0.33 0.20
H 4.09 -0.25 -1.29 0.21
H 2.58 -0.07 -2.28 0.22
H 3.13 1.26 -1.26 0.21
H 4.00 -0.61 1.12 0.21
H 2.45 -0.86 1.94 0.21
H 2.98 0.77 1.45 0.20
H 1.35 2.05 0.33 0.20
H -1.00 2.86 0.35 0.21
H -3.23 2.60 -0.20 0.12
```

Properties
net charge = 0
Kohn-Sham gap = 9.431 eV
SMILES string = COc1cc(C(C)C)ccc1C=O
E_LUMO = 0.21 eV

Most stable structure, least stable structure: #iii, #ii.

#i
DFT (the ωB97M-V functional and the def2-TZVPD basis) results for 4 unconnected molecules or ions with the total composition C2H14N2O3.

Structure (XYZ):
```
21
Properties=species:S:1:pos:R:3:nbo_charge:R:1
N 1.40 -2.01 -0.43 -0.89
C 0.24 -1.27 -0.95 -0.26
C 0.60 0.08 -1.51 -0.24
N -0.66 0.93 -1.65 -0.84
H 1.43 -3.05 -0.66 0.38
H 1.44 -1.73 0.64 0.40
H -0.42 -1.92 -1.66 0.18
H -0.59 -1.26 -0.19 0.20
H 1.10 0.17 -2.57 0.19
H 1.25 0.42 -0.70 0.22
H -1.04 0.47 -2.42 0.36
H -0.39 1.85 -2.00 0.37
O -1.78 1.14 0.71 -0.99
H -1.37 0.77 -0.13 0.50
H -2.52 1.73 0.41 0.48
O 0.24 -1.10 2.49 -1.00
H 0.39 -0.19 2.14 0.51
H 0.36 -1.25 3.45 0.49
O 0.31 1.77 1.87 -1.01
H -0.48 1.62 1.33 0.49
H 0.51 2.82 1.82 0.47
```

Properties
net charge = 0
Kohn-Sham gap = 9.654 eV
SMILES string = NCCN.O.O.O
E_LUMO = 0.66 eV

#ii
DFT (the ωB97M-V functional and the def2-TZVPD basis) results for 4 unconnected molecules or ions with the total composition C2H14N2O3.

Structure (XYZ):
```
21
Properties=species:S:1:pos:R:3:nbo_charge:R:1
N -0.41 1.32 -1.97 -0.87
C -0.52 0.43 -0.84 -0.22
C -1.98 0.03 -0.60 -0.22
N -2.05 -0.48 0.85 -0.90
H 0.05 2.21 -1.95 0.38
H -0.19 0.87 -2.83 0.36
H 0.02 -0.50 -0.95 0.18
H -0.09 0.99 -0.01 0.20
H -2.20 -0.71 -1.35 0.19
H -2.59 0.89 -0.62 0.18
H -3.08 -0.56 1.05 0.37
H -1.64 0.22 1.62 0.37
O 0.28 -2.22 1.51 -1.00
H -0.15 -3.08 1.38 0.49
H -0.51 -1.58 1.42 0.52
O 3.07 1.39 -0.97 -0.96
H 3.01 1.01 -0.07 0.49
H 4.01 1.69 -1.05 0.46
O 1.90 -0.38 1.55 -1.00
H 1.53 -0.25 2.50 0.46
H 1.53 -1.28 1.33 0.50
```

Properties
net charge = 0
Kohn-Sham gap = 9.405 eV
SMILES string = NCCN.O.O.O
E_LUMO = 0.73 eV

#iii
DFT (the ωB97M-V functional and the def2-TZVPD basis) results for 4 unconnected molecules or ions with the total composition C2H14N2O3.

Structure (XYZ):
```
21
Properties=species:S:1:pos:R:3:nbo_charge:R:1
N 1.69 1.63 -1.70 -0.83
C 0.62 1.20 -0.81 -0.24
C 0.62 1.81 0.57 -0.23
N 1.31 0.95 1.56 -0.88
H 1.46 1.30 -2.63 0.36
H 1.72 2.64 -1.81 0.35
H -0.40 1.34 -1.22 0.16
H 0.74 0.10 -0.71 0.21
H -0.41 1.86 0.98 0.19
H 1.03 2.83 0.67 0.18
H 1.58 1.49 2.36 0.37
H 2.06 0.38 1.22 0.38
O -1.09 -0.58 2.55 -0.98
H -0.15 -0.37 2.39 0.51
H -1.13 -1.25 3.23 0.48
O -0.89 -3.09 -2.25 -0.97
H -1.11 -2.41 -1.61 0.50
H -1.08 -3.96 -1.93 0.47
O -1.71 -1.20 -0.09 -1.00
H -2.02 -0.36 -0.44 0.47
H -1.64 -1.13 0.88 0.51
```

Properties
net charge = 0
Kohn-Sham gap = 10.170 eV
SMILES string = NCCN.O.O.O
E_LUMO = 0.74 eV

Most stable structure, least stable structure: #iii, #i.